No. 1
DFT (ωB97M-V with the def2-TZVPD basis set) results for 2 unconnected molecules or ions with the total composition C5H8BNO2 in a non-equilibrium geometry.

```
17
Properties=species:S:1:pos:R:3:forces:R:3:mulliken_charge:R:1
B 0.011 -1.731 0.479 0.7339 2.8303 -1.4810 0.74
C -0.331 0.918 1.536 0.8754 0.3583 -1.3610 -0.42
C 0.482 0.442 0.409 -0.9832 -0.8967 -0.0144 -0.20
C -0.701 2.168 1.325 0.0659 0.8527 0.2568 -0.70
C 0.572 1.710 -0.587 0.0402 -2.8219 0.3221 -0.60
C 1.041 -1.946 -1.704 -0.2479 2.9656 0.2595 -0.45
N -0.187 2.564 0.055 -0.7404 2.0586 -0.9847 0.10
O -0.715 -2.239 1.460 0.0856 -0.8941 0.0393 -0.48
O 0.625 -2.436 -0.480 -0.8760 -0.6437 2.0140 -0.49
H -0.396 0.375 2.412 -0.4178 -0.7330 1.7830 0.48
H 1.435 0.115 0.813 0.6187 0.1264 -0.2543 0.33
H -0.965 2.899 2.072 -0.6601 0.0936 -0.2460 0.33
H 0.307 -2.171 -2.425 -1.2086 0.1563 -0.9065 0.24
H 1.874 -2.460 -2.036 2.0878 -0.9258 -0.2490 0.25
H 1.225 -0.827 -1.611 -0.1824 -1.3252 -0.4836 0.26
H -0.445 3.478 -0.447 0.6273 -1.8542 1.4890 0.28
H -1.204 -1.876 2.193 0.1815 0.6527 -0.1834 0.34
```
Positions in Å, forces in eV/Å.

The calculation puts the energy relative to the best compared isomer or geometry (same formula, charge and spin) at 374.4 kJ/mol. As for the net charge: 0. The HOMO energy is -7.96 eV.

No. 2
DFT (ωB97M-V with the def2-TZVPD basis set) results for C4H5NO3 in the gas phase in a non-equilibrium geometry.

```
13
Properties=species:S:1:pos:R:3:forces:R:3:mulliken_charge:R:1
O 0.072 2.458 -1.411 0.7969 -1.9989 1.5215 -0.59
C 0.446 1.533 -0.688 -2.3795 7.4966 2.0684 0.60
C 0.615 1.628 0.858 -2.6338 1.2805 0.1016 -0.63
C 0.050 0.365 1.584 -1.2855 2.5082 -1.4861 -0.39
N 0.695 -0.667 0.933 -0.6298 -1.5262 2.6628 -0.15
C 1.017 -0.601 -0.353 2.0938 -6.1737 0.4798 0.47
O 1.528 -1.648 -0.729 -0.0445 1.3186 -2.0117 -0.63
O 0.792 0.431 -1.161 1.1401 -3.9257 -2.6223 -0.23
H 1.670 1.750 1.022 0.5892 -0.2664 0.3636 0.33
H 0.103 2.534 1.301 0.5853 -0.8291 -1.0414 0.32
H 0.331 0.508 2.583 0.3584 -0.3225 1.6490 0.34
H -1.062 0.195 1.518 0.7486 0.8890 0.1438 0.27
H 0.621 -1.607 1.423 0.6610 1.5497 -1.8290 0.28
```
Positions in Å, forces in eV/Å.

The calculation puts the energy relative to the best compared isomer or geometry (same formula, charge and spin) at 102.6 kJ/mol. As for the net charge: 0. The HOMO energy is -10.24 eV. Its structure (SMILES) is O=C1CCNC(=O)O1.

No. 3
DFT (ωB97M-V with the def2-TZVPD basis set) results for C17H19NO5 in the gas phase.

```
42
Properties=species:S:1:pos:R:3:forces:R:3:mulliken_charge:R:1
C 1.474 5.796 1.933 -0.0247 -0.0149 -0.0063 -0.71
O 0.685 5.402 0.837 -0.1299 -0.0393 0.0531 -0.34
C 1.388 5.215 -0.363 0.1470 -0.3341 -0.1647 -0.48
C 2.332 4.003 -0.364 -0.0408 0.6693 -0.2324 -0.66
O 1.646 2.813 -0.006 -0.2204 -0.3403 0.1512 -0.23
C 0.913 2.232 -0.968 0.0732 0.0679 -0.2595 0.36
O 0.874 2.618 -2.119 0.0024 -0.0082 0.1278 -0.68
C 0.180 1.073 -0.497 0.0084 -0.1685 0.5879 0.11
N -0.570 0.357 -1.408 -0.0025 0.0767 -0.2027 -0.01
C -1.187 -0.656 -0.791 -0.0345 -0.0520 0.3883 -0.80
C -0.842 -0.618 0.559 0.1628 0.3902 -0.3739 1.33
C 0.034 0.484 0.749 0.0144 0.1929 -0.5290 0.39
C 0.648 0.917 2.027 0.0444 0.0567 0.2188 -1.42
C -1.348 -1.588 1.514 -0.2796 -0.2749 -0.1798 0.57
O -1.038 -1.642 2.685 0.0179 -0.0053 0.0678 -0.66
C -2.373 -2.544 0.916 -0.0508 -0.1942 0.1457 -1.22
C -2.086 -2.924 -0.546 -0.0083 -0.1770 0.0613 0.34
C -0.798 -3.684 -0.637 0.2922 0.6590 -0.3893 -0.25
C 0.473 -3.328 -0.978 -0.5644 -0.0662 0.0664 0.11
C 1.263 -4.496 -0.840 -0.2044 -0.5382 0.1698 -0.78
C 0.416 -5.473 -0.425 0.9021 0.0668 -0.1851 -0.47
O -0.833 -4.992 -0.301 -0.5254 -0.0643 0.1621 -0.41
C -2.066 -1.668 -1.427 -0.0633 -0.1499 -0.0880 -1.13
H 2.098 6.663 1.680 0.0054 -0.0043 0.0288 0.33
H 0.778 6.070 2.723 0.1023 0.0145 0.0489 0.24
H 2.117 4.984 2.290 0.0099 0.0257 0.0187 0.26
H 1.978 6.109 -0.616 -0.0325 -0.0661 -0.0132 0.38
H 0.619 5.064 -1.125 0.1718 0.0605 -0.0036 0.36
H 2.761 3.898 -1.366 0.0153 0.0521 0.1807 0.37
H 3.127 4.113 0.374 -0.0587 -0.0465 -0.0901 0.43
H -0.614 0.610 -2.384 -0.0180 -0.0564 0.0545 0.23
H 1.729 0.785 1.986 0.0732 0.0202 0.0697 0.26
H 0.248 0.327 2.846 0.0480 0.0347 0.0305 0.43
H 0.454 1.974 2.198 0.0388 0.0526 0.0654 0.27
H -3.346 -2.047 0.975 -0.0616 0.0021 0.0328 0.38
H -2.415 -3.439 1.538 -0.0052 0.0830 0.0183 0.48
H -2.885 -3.594 -0.885 0.0747 0.1092 -0.0047 0.42
H 0.817 -2.362 -1.284 0.0055 0.2545 -0.0419 0.49
H 2.314 -4.586 -1.024 0.2161 -0.1025 -0.0126 0.43
H 0.568 -6.508 -0.193 -0.0817 -0.1472 0.0527 0.47
H -3.084 -1.272 -1.509 0.0216 -0.0379 -0.0251 0.41
H -1.718 -1.909 -2.434 -0.0407 -0.0005 0.0006 0.39
```
Positions in Å, forces in eV/Å.

The calculation puts the energy relative to the best compared isomer or geometry (same formula, charge and spin) at 253.0 kJ/mol. As for the net charge: 0. The HOMO energy is -8.46 eV. Its structure (SMILES) is COCCOC(=O)c1[nH]c2c(c1C)C(=O)C[C@H](c1ccco1)C2.

No. 4
DFT (ωB97M-V with the def2-TZVPD basis set) results for 2 unconnected molecules or ions with the total composition C4H10N in a non-equilibrium geometry.

```
15
Properties=species:S:1:pos:R:3:forces:R:3:mulliken_charge:R:1
C 2.724 -0.420 0.419 -0.2620 -0.8813 -0.3552 -0.38
C 2.406 0.751 -0.095 0.0165 0.7181 -2.5927 -0.86
C -1.246 0.150 0.162 -2.2620 -2.1012 -3.3102 0.27
C -2.706 0.006 0.127 0.4975 -0.0732 4.2187 -1.06
N -0.504 -0.499 -0.661 -3.4701 1.0399 1.7128 -0.09
H 2.437 -0.691 1.437 0.5535 0.1469 -0.1610 0.29
H 3.185 -1.179 -0.222 -0.1731 0.1084 0.4285 0.28
H 2.003 1.539 0.487 -0.4319 0.6174 0.6354 0.38
H 2.512 1.029 -1.215 0.2853 -0.6451 2.0052 0.32
H -0.875 0.710 0.881 2.3301 2.9326 3.0078 0.47
H -3.001 -0.830 -0.421 -0.6335 -1.6460 -0.6562 0.36
H -3.313 0.809 -0.197 -0.0341 1.4248 -0.4776 0.35
H -2.967 -0.045 1.292 0.1093 -0.3715 -2.4404 0.29
H 0.425 -0.278 -0.761 3.2574 -0.0574 -0.2548 0.17
H -1.081 -1.052 -1.231 0.2171 -1.2124 -1.7602 0.23
```
Positions in Å, forces in eV/Å.

The calculation puts the energy relative to the best compared isomer or geometry (same formula, charge and spin) at 231.3 kJ/mol. As for the net charge: +1. The HOMO energy is -14.29 eV.

No. 5
DFT (ωB97M-V with the def2-TZVPD basis set) results for 2 unconnected molecules or ions with the total composition C4H7N2O in a non-equilibrium geometry.

```
14
Properties=species:S:1:pos:R:3:forces:R:3:mulliken_charge:R:1
C -1.637 -1.218 -2.021 -0.7427 -0.1195 -4.2490 -0.35
C 0.215 -1.734 -0.559 0.7118 -2.6701 0.1534 -0.04
C 0.372 1.286 0.699 -2.4796 0.1866 -5.4727 0.50
C 0.891 1.470 1.940 2.1047 -1.1414 3.7872 -0.82
N -0.727 -1.270 -1.165 -0.9242 0.2362 1.1387 -0.03
N -0.157 1.261 -0.340 0.0659 0.4635 2.0319 -0.11
O 1.054 -1.157 0.247 2.1471 1.3814 0.8547 -0.44
H -2.751 -1.319 -1.993 1.2498 0.0854 0.9911 0.28
H -1.196 -1.321 -3.073 -1.0101 0.6590 1.1869 0.25
H 1.896 -1.670 0.333 -1.3470 0.1269 -0.0282 0.39
H 0.829 2.520 2.274 0.1725 -0.3878 -0.2865 0.35
H 1.949 1.014 2.063 -1.6627 0.9381 -0.3330 0.33
H 0.225 0.846 2.600 0.5624 0.5186 -0.2611 0.31
H -0.961 1.291 -1.005 1.1520 -0.2767 0.4866 0.38
```
Positions in Å, forces in eV/Å.

The calculation puts the energy relative to the best compared isomer or geometry (same formula, charge and spin) at 523.3 kJ/mol. As for the net charge: +1. The HOMO energy (alpha / beta) is -11.54 / -11.54 eV.

Q: Which formula does entry 5 have?
A: C4H7N2O